(1)
{"formula": "C8H21ClCoNO4", "method": "ωB97M-V with the def2-TZVPD basis set", "symbols": ["Co", "Cl", "C", "C", "O", "O", "H", "H", "H", "H", "H", "H", "C", "O", "C", "C", "N", "C", "C", "O", "C", "H", "H", "H", "H", "H", "H", "H", "H", "H", "H", "H", "H", "H", "H", "H"], "coordinates": [[-0.9959, -1.2941, 0.5441], [0.8212, 0.2244, 0.9473], [5.1609, 3.1838, 0.3115], [3.8575, 2.5086, 0.7328], [3.6628, 1.2828, 0.1133], [6.2296, 2.6906, 1.0981], [5.0748, 4.2308, 0.6021], [5.4250, 3.1792, -0.7460], [3.0225, 3.2072, 0.6790], [3.9143, 2.3465, 1.8092], [2.9369, 0.8409, 0.5599], [6.2963, 1.7629, 0.8604], [1.1871, -2.4444, -1.3418], [-0.1965, -2.2280, -1.0514], [-1.0882, -2.3666, -2.2050], [-2.4165, -1.7405, -1.8958], [-2.3751, -0.6792, -0.9191], [-3.6198, -0.7403, -0.1458], [-3.5562, 0.3346, 0.9060], [-2.4557, -0.1674, 1.5890], [-2.3006, 0.6523, 2.7151], [1.4457, -3.5020, -1.3940], [1.8577, -1.9973, -0.6079], [1.4496, -1.9273, -2.2647], [-1.2022, -3.4281, -2.4248], [-0.7172, -1.9274, -3.1310], [-3.0896, -2.5413, -1.5896], [-2.8446, -1.4140, -2.8435], [-2.4820, 0.1514, -1.4838], [-3.8332, -1.6971, 0.3306], [-4.4662, -0.6092, -0.8200], [-4.4517, 0.3924, 1.5248], [-3.4410, 1.2869, 0.3882], [-1.4971, 0.2333, 3.3208], [-3.1803, 0.4890, 3.3376], [-2.1320, 1.7063, 2.4943]], "mulliken_charge": [0.51, -0.57, -0.48, -0.19, -0.15, -0.28, 0.34, 0.33, 0.42, 0.41, 0.28, 0.39, -0.71, -0.25, -0.45, -0.49, -0.28, -0.37, -0.80, -0.26, -0.85, 0.31, 0.23, 0.35, 0.38, 0.48, 0.29, 0.42, 0.18, 0.37, 0.55, 0.46, 0.38, 0.30, 0.39, 0.34], "orbital_gap_ev": [10.3, 4.9], "total_charge": 2, "s2": 6.012, "multiplicity": 5, "e_homo_ev": [-16.45, -16.37]}

=====

(2)
{"formula": "C23H23N3O4S", "method": "ωB97M-V with the def2-TZVPD basis set", "symbols": ["C", "O", "C", "C", "C", "C", "C", "O", "N", "C", "C", "C", "C", "C", "N", "C", "C", "C", "S", "O", "O", "N", "C", "C", "C", "C", "C", "C", "C", "C", "C", "H", "H", "H", "H", "H", "H", "H", "H", "H", "H", "H", "H", "H", "H", "H", "H", "H", "H", "H", "H", "H", "H", "H"], "coordinates": [[-2.9018, 0.8208, -2.4067], [-1.9036, 1.2701, -1.5152], [-1.4364, 0.4303, -0.5764], [-1.8342, -0.8965, -0.4068], [-1.2686, -1.6721, 0.5899], [-0.2908, -1.1575, 1.4344], [0.3872, -1.9852, 2.4760], [1.5732, -1.8946, 2.7151], [-0.4330, -2.8392, 3.1361], [0.0619, -3.7887, 4.1051], [-0.1623, -5.2100, 3.6664], [-0.5347, -6.2012, 4.5660], [-0.7275, -7.4934, 4.1063], [-0.5496, -7.7438, 2.7541], [-0.1967, -6.8098, 1.8876], [-0.0034, -5.5834, 2.3340], [0.1153, 0.1632, 1.2577], [-0.4577, 0.9415, 0.2804], [0.0277, 2.6616, 0.1011], [1.0929, 2.9066, 1.0323], [-1.1297, 3.4942, 0.1912], [0.6323, 2.6464, -1.4697], [1.9212, 1.9895, -1.5436], [3.0509, 3.0101, -1.4645], [2.9563, 3.9249, -2.6800], [1.5443, 4.3953, -2.9090], [1.3057, 5.4705, -3.7553], [0.0242, 5.9303, -3.9913], [-1.0481, 5.3049, -3.3762], [-0.8362, 4.2240, -2.5431], [0.4555, 3.7648, -2.3001], [-3.8157, 0.5391, -1.8756], [-3.1088, 1.6666, -3.0598], [-2.5499, -0.0229, -3.0080], [-2.5802, -1.3336, -1.0512], [-1.5791, -2.7037, 0.6799], [-1.4155, -2.8613, 2.9169], [-0.4106, -3.6163, 5.0787], [1.1358, -3.5886, 4.1976], [-0.6686, -5.9629, 5.6122], [-1.0135, -8.2855, 4.7808], [-0.6947, -8.7333, 2.3416], [0.2979, -4.8554, 1.5911], [0.8790, 0.5916, 1.8883], [1.9683, 1.4361, -2.4884], [1.9716, 1.2807, -0.7161], [4.0171, 2.5054, -1.4342], [2.9249, 3.5795, -0.5424], [3.6119, 4.7898, -2.5583], [3.2949, 3.3837, -3.5708], [2.1484, 5.9568, -4.2269], [-0.1367, 6.7721, -4.6480], [-2.0538, 5.6569, -3.5512], [-1.6571, 3.7318, -2.0520]], "mulliken_charge": [-1.00, -0.22, 0.78, -1.16, -0.70, 0.37, 0.26, -0.68, -0.18, -0.89, 0.70, -0.62, -0.33, -0.35, -0.61, -0.23, -0.16, -0.35, 1.61, -0.77, -0.76, 0.26, -0.81, -0.75, -1.06, 1.18, -0.65, -0.62, -0.96, -0.49, -0.05, 0.39, 0.25, 0.40, 0.45, 0.44, 0.25, 0.42, 0.31, 0.38, 0.38, 0.36, 0.47, 0.60, 0.43, 0.42, 0.40, 0.31, 0.47, 0.33, 0.41, 0.38, 0.40, 0.57], "orbital_gap_ev": 8.8, "relative_energy_kcal_mol": 27.16, "multiplicity": 1, "e_homo_ev": -8.37}

=====

(3)
{"formula": "C4H6F2", "method": "ωB97M-V with the def2-TZVPD basis set", "symbols": ["C", "C", "F", "C", "C", "F", "H", "H", "H", "H", "H", "H"], "coordinates": [[1.7841, 0.5669, 0.9153], [0.7941, -0.0108, 0.2305], [0.7291, -1.3717, 0.0733], [-0.5221, 0.5641, -0.2301], [-0.9939, 0.1501, -1.5822], [-1.5065, 0.1537, 0.7751], [2.5767, 0.0135, 1.3593], [1.7717, 1.6592, 0.9225], [-0.4735, 1.6299, -0.0601], [-0.1269, 0.0138, -2.2355], [-1.4378, -0.8279, -1.5150], [-1.6866, 0.8517, -2.1076]], "mulliken_charge": [-0.79, 0.42, -0.26, 0.39, -1.17, -0.33, 0.31, 0.22, 0.25, 0.33, 0.32, 0.31], "orbital_gap_ev": 11.2, "relative_energy_kcal_mol": 10.34, "multiplicity": 1, "e_homo_ev": -10.25}

=====

| no. | electronic energy (eV) |
| --- | --- |
| 1 | -68446.6149 |
| 2 | -47719.7876 |
| 3 | -9679.3134 |